DFT (ωB97M-V/def2-TZVPD) results for an isolated molecule of C4H10FN at a distorted geometry.

Calculated values
electronic energy = -313.0018 a.u.
energy above the lowest of the compared OMol25 structures with the same formula, charge and spin = 0.467 eV

Structure (XYZ):
```
16
C4H10FN | OMol25 | ωB97M-V/def2-TZVPD
C -0.622 1.117 -1.999
C -0.539 0.053 -0.950
C 0.053 0.538 0.358
C 0.079 -0.626 1.374
H -0.300 0.727 -2.903
H -1.507 1.763 -2.053
H 0.147 1.783 -1.838
H -1.497 -0.523 -0.730
H -0.452 1.317 0.901
H 1.007 0.858 0.126
H 0.513 -1.513 0.950
H -0.968 -0.803 1.532
H 0.570 -0.826 3.355
H 1.620 0.098 2.529
N 0.631 -0.093 2.614
F 0.291 -0.969 -1.429
```

---

DFT (ωB97M-V/def2-TZVPD) results for a cluster of 2 separate species, CF2N2 in total at a distorted geometry.

Calculated values
electronic energy = -347.1138 a.u.
energy above the lowest of the compared OMol25 structures with the same formula, charge and spin = 5.204 eV

Structure (XYZ):
```
5
CF2N2 | OMol25 | ωB97M-V/def2-TZVPD
C 0.932 -0.558 -1.269
N 0.717 -1.391 -2.047
N -1.598 0.324 1.528
F 1.151 0.361 -0.450
F -1.202 1.263 2.239
```

---

DFT (ωB97M-V/def2-TZVPD) results for an isolated molecule of C6H9N.

Calculated values
electronic energy = -288.6792 a.u.
energy above the lowest of the compared OMol25 structures with the same formula, charge and spin = 2.799 eV

Structure (XYZ):
```
16
C6H9N | OMol25 | ωB97M-V/def2-TZVPD
C 2.697 0.712 2.109
C 1.734 0.104 1.187
C 0.950 -0.401 0.423
C -0.021 -1.006 -0.497
C -1.421 -0.457 -0.304
C -1.891 0.723 -1.058
N -2.322 -0.624 -1.437
H 2.678 1.804 2.030
H 3.715 0.377 1.886
H 2.473 0.445 3.147
H -0.037 -2.095 -0.359
H 0.276 -0.830 -1.538
H -1.830 -0.588 0.698
H -1.225 1.206 -1.769
H -2.603 1.389 -0.575
H -3.271 -0.803 -1.124
```

---

DFT (ωB97M-V/def2-TZVPD) results for an isolated molecule of C28H27N3O3S at a distorted geometry.

Calculated values
electronic energy = -1871.3632 a.u.
energy above the lowest of the compared OMol25 structures with the same formula, charge and spin = 0.738 eV

Structure (XYZ):
```
62
C28H27N3O3S | OMol25 | ωB97M-V/def2-TZVPD
C 2.662 -0.069 -3.112
H 2.524 -0.491 -4.106
O 3.824 0.719 -3.191
C 4.277 1.328 -2.061
C 5.476 2.034 -2.181
C 6.006 2.688 -1.088
C 5.367 2.642 0.138
C 4.183 1.923 0.280
C 3.630 1.290 -0.834
H 2.683 0.785 -0.730
C 3.528 1.854 1.581
C 2.851 0.802 2.060
C 2.763 -0.471 1.350
N 1.669 -1.043 1.021
C 1.868 -2.236 0.394
C 0.870 -3.071 -0.100
C 1.239 -4.244 -0.722
C 2.581 -4.595 -0.860
C 3.587 -3.780 -0.378
C 3.226 -2.600 0.249
S 4.242 -1.372 0.944
H 4.626 -4.051 -0.483
H 2.840 -5.520 -1.353
H 0.478 -4.905 -1.109
H -0.162 -2.783 0.020
C 2.116 0.826 3.370
H 2.178 1.819 3.822
H 2.551 0.104 4.066
C 0.636 0.449 3.208
O 0.076 -0.289 3.985
N 0.059 1.075 2.153
C -1.207 0.863 1.599
C -1.504 1.476 0.387
C -2.732 1.299 -0.219
C -3.715 0.504 0.374
C -3.407 -0.101 1.597
C -2.179 0.069 2.200
H -1.966 -0.410 3.140
H -4.150 -0.701 2.098
N -4.990 0.352 -0.169
C -5.541 -0.984 -0.299
H -5.242 -1.602 0.545
C -7.066 -0.890 -0.361
H -7.509 -1.874 -0.527
O -7.479 -0.083 -1.439
C -6.936 1.210 -1.321
C -5.404 1.186 -1.277
H -5.045 2.204 -1.120
H -5.022 0.807 -2.239
H -7.285 1.770 -2.189
H -7.310 1.688 -0.402
H -7.444 -0.472 0.585
H -5.180 -1.457 -1.228
H -2.911 1.778 -1.169
H -0.758 2.094 -0.097
H 0.673 1.637 1.578
H 3.616 2.739 2.199
H 5.793 3.143 0.994
H 6.929 3.238 -1.192
H 5.964 2.057 -3.142
H 1.783 0.529 -2.850
H 2.772 -0.884 -2.388
```

---

DFT (ωB97M-V/def2-TZVPD) results for a cluster of 4 separate species, C4H12O3 in total at a distorted geometry.

Calculated values
electronic energy = -385.2701 a.u.
energy above the lowest of the compared OMol25 structures with the same formula, charge and spin = 1.404 eV

Structure (XYZ):
```
19
C4H12O3 | OMol25 | ωB97M-V/def2-TZVPD
C -3.032 0.010 1.090
C -2.185 0.303 0.104
C -1.413 -0.663 -0.685
C -0.851 -0.381 -1.853
H -3.221 -1.019 1.375
H -3.615 0.727 1.650
H -2.308 1.266 -0.391
H -1.239 -1.670 -0.324
H -0.285 -1.124 -2.397
H -0.953 0.592 -2.324
H 2.542 -1.023 0.327
H 2.813 -2.127 1.306
O 2.294 -1.341 1.195
H 2.155 0.807 -2.076
H 2.581 1.190 -0.713
O 2.762 0.518 -1.372
H 1.380 1.022 1.564
H -0.140 1.045 1.738
O 0.581 1.404 1.196
```

---

DFT (ωB97M-V/def2-TZVPD) results for an isolated molecule of C5H10O2.

Calculated values
electronic energy = -346.9544 a.u.
energy above the lowest of the compared OMol25 structures with the same formula, charge and spin = 1.933 eV

Structure (XYZ):
```
17
C5H10O2 | OMol25 | ωB97M-V/def2-TZVPD
C 0.179 -1.855 0.622
C -0.521 -0.691 -0.050
C -0.699 0.614 0.755
O 0.302 0.708 1.742
C -0.379 1.412 -0.530
C 0.187 0.117 -1.164
O 1.588 0.004 -1.059
H 0.296 -2.691 -0.076
H -0.418 -2.202 1.471
H 1.156 -1.550 0.998
H -1.502 -1.001 -0.429
H -1.694 0.769 1.196
H 0.374 1.636 1.997
H -1.281 1.775 -1.035
H 0.346 2.228 -0.418
H -0.145 -0.101 -2.191
H 1.978 0.622 -1.687
```

---

DFT (ωB97M-V/def2-TZVPD) results for a structure of composition C15H31AsN3O3SeSr.

Calculated values
electronic energy = -5647.9519 a.u.
total charge = +1
energy above the lowest of the compared OMol25 structures with the same formula, charge and spin = 0.247 eV

Structure (XYZ):
```
55
C15H31AsN3O3SeSr | OMol25 | ωB97M-V/def2-TZVPD
Sr 0.290 1.285 1.260
C -1.088 -1.527 5.017
N -0.491 -2.204 3.867
C -0.059 -3.582 4.076
C -0.470 -1.600 2.680
O -0.886 -0.444 2.500
C 0.012 -2.425 1.493
O 0.260 -1.593 0.370
C 1.538 -1.778 -0.206
C 2.578 -1.018 0.622
O 2.175 -0.396 1.618
N 3.843 -1.036 0.226
C 4.845 -0.235 0.927
C 4.273 -1.705 -0.997
H -0.348 -1.403 5.807
H -1.920 -2.116 5.402
H -1.450 -0.552 4.713
H 0.011 -3.761 5.144
H 0.924 -3.772 3.650
H -0.775 -4.292 3.658
H -0.784 -3.133 1.241
H 0.902 -2.998 1.747
H 1.498 -1.375 -1.220
H 1.788 -2.838 -0.284
H 4.406 0.190 1.822
H 5.194 0.575 0.287
H 5.692 -0.863 1.203
H 4.059 -1.102 -1.882
H 3.804 -2.681 -1.104
H 5.347 -1.862 -0.950
Se 2.675 3.183 1.152
C 1.331 3.951 0.179
N 0.367 4.292 -0.370
C -3.580 -0.139 -0.921
C -2.512 0.181 -1.970
As -1.419 1.706 -1.433
C -2.629 3.251 -1.610
C -3.693 3.153 -2.699
C -0.146 1.848 -2.931
C -0.699 2.280 -4.287
H -4.175 -1.002 -1.218
H -4.259 0.703 -0.782
H -3.110 -0.361 0.040
H -2.964 0.375 -2.943
H -1.828 -0.662 -2.085
H -1.976 4.111 -1.753
H -3.098 3.377 -0.634
H -3.251 3.053 -3.687
H -4.309 4.053 -2.696
H -4.356 2.301 -2.538
H 0.321 0.863 -3.003
H 0.623 2.547 -2.599
H -1.506 1.629 -4.622
H 0.093 2.246 -5.036
H -1.070 3.302 -4.241
```

---

Question: Which formula does entry 7 have?
Answer: C15H31AsN3O3SeSr

---

Question: What is the energy above the lowest of the compared OMol25 structures with the same formula, charge and spin in the fifth record?
Answer: 1.404 eV

---

Question: Look up the electronic energy of the first one.
Answer: -313.0018 a.u.

---

Question: Which value of electronic energy does entry 7 give?
Answer: -5647.9519 a.u.